[1]
{
  "formula": "C2H3O2P",
  "method": "wB97M-V/def2-TZVPD",
  "elements": ["C", "C", "O", "O", "P", "H", "H", "H"],
  "positions_angstrom": [[-0.497, -1.087, -0.042], [0.626, -0.273, 0.455], [-0.542, -1.439, -1.194], [1.449, -0.738, 1.188], [0.414, 1.684, 0.229], [-1.381, -1.314, 0.619], [0.817, 1.923, -1.193], [-0.884, 1.242, -0.062]],
  "forces_ev_per_angstrom": [[-1.8, -0.8, -1.4], [1.1, 1.7, 1.1], [0.2, -0.1, 0.2], [0.3, -0.2, -0.1], [0.5, -1.0, -0.9], [0.8, 0.2, 0.1], [-0.5, -0.7, 1.3], [-0.6, 0.8, -0.3]],
  "e_homo_ev": -9.59,
  "energy_ha": -569.761929,
  "homo_lumo_gap_ha": 0.3494,
  "smiles": "O=CC(=O)P"
}

---

[2]
{
  "formula": "C2H3O2S",
  "method": "wB97M-V/def2-TZVPD",
  "elements": ["C", "C", "O", "O", "S", "H", "H", "H"],
  "positions_angstrom": [[2.195, -0.505, 0.030], [-0.617, -0.150, 0.032], [2.619, -1.605, -0.060], [-0.620, 1.191, -0.118], [2.476, 1.064, -0.003], [-0.302, -0.462, 1.090], [-0.073, -0.484, -0.829], [0.145, 1.601, 0.418]],
  "forces_ev_per_angstrom": [[-1.2, -0.6, -0.1], [1.0, -0.6, 1.6], [0.3, -0.8, 0.0], [0.5, 2.8, 1.3], [0.6, 1.8, 0.1], [-0.4, -0.2, -1.6], [0.2, -1.7, -0.4], [-1.0, -0.7, -1.1]],
  "e_homo_ev": [-2.91, -1.20],
  "energy_ha": -626.607185,
  "homo_lumo_gap_ha": [0.2380, 0.1803],
  "total_charge": -1
}

---

The evaluated relative energy (zero: lowest compared OMol25 entry of this formula, charge and spin) for the records listed, in turn: 1.931, 3.634 eV.